# 1
Below is 11 unconnected molecules or ions with the total composition BH26NO9 in a non-equilibrium geometry, with properties calculated with wB97M-V/def2-TZVPD.

The value obtained for the LUMO energy is -1.458 eV. As for the multiplicity: 1. The calculation puts the energy at -772.1410 Ha. Its gap between HOMO and LUMO is 7.626 eV. As for the largest force on an atom: 7.01 eV/Å.

Atoms and positions in Å:
N1 0.917 4.447 0.823
H1 1.824 4.207 0.483
H2 0.005 4.067 0.509
H3 0.869 5.398 0.832
H4 0.943 4.073 1.801
B1 -0.120 0.243 -0.067
H5 -0.065 1.400 -0.115
H6 0.575 -0.294 1.057
H7 -1.231 -0.022 0.170
H8 0.294 -0.194 -1.125
O1 3.797 -1.376 -0.530
H9 2.991 -1.095 -0.683
H10 4.137 -1.624 -1.320
O2 -1.109 -2.356 3.627
H11 -1.242 -3.379 3.473
H12 -0.935 -2.247 2.700
O3 -1.990 2.124 -2.591
H13 -1.584 1.419 -2.092
H14 -1.891 1.731 -3.429
O4 -0.882 2.387 2.306
H15 -1.716 2.302 2.749
H16 -0.852 1.682 1.777
O5 2.918 -2.863 1.946
H17 3.471 -2.548 1.247
H18 2.115 -2.365 1.834
O6 -4.093 -1.534 0.253
H19 -5.080 -1.457 0.306
H20 -3.835 -0.750 -0.376
O7 -1.533 -1.978 -3.252
H21 -0.921 -1.794 -2.590
H22 -0.959 -2.468 -3.794
O8 -0.215 -3.194 0.613
H23 -0.322 -2.317 0.436
H24 -1.070 -3.548 0.256
O9 2.320 1.271 -2.707
H25 2.871 1.781 -2.267
H26 1.598 0.861 -2.255



# 2
Below is 14 unconnected molecules or ions with the total composition BH30O13 in a non-equilibrium geometry, with properties calculated with wB97M-V/def2-TZVPD.

As for the net charge: -1. The value obtained for the LUMO energy is 2.381 eV. As for the multiplicity: 1. The calculation puts the energy at -1020.9743 Ha. Its gap between HOMO and LUMO is 9.600 eV. As for the largest force on an atom: 3.02 eV/Å.

Atoms and positions in Å:
B1 0.453 0.144 0.512
H1 -0.125 1.190 0.232
H2 0.792 0.205 1.676
H3 -0.369 -0.717 0.341
H4 1.459 0.035 -0.192
O1 0.971 1.019 4.785
H5 1.162 0.133 4.506
H6 0.339 1.444 4.206
O2 -3.436 -1.647 -0.105
H7 -4.173 -2.220 -0.394
H8 -2.899 -2.126 0.496
O3 2.813 2.079 1.397
H9 2.133 1.637 0.943
H10 3.165 1.416 1.956
O4 -0.481 0.934 -2.743
H11 0.244 0.806 -2.136
H12 -0.128 0.563 -3.575
O5 0.150 -3.494 -0.443
H13 -0.075 -3.460 0.481
H14 -0.320 -2.707 -0.725
O6 -2.692 0.809 -1.029
H15 -2.717 -0.069 -0.642
H16 -1.778 1.131 -0.918
O7 -0.487 3.868 -1.177
H17 -0.339 2.956 -0.964
H18 -0.205 3.960 -2.155
O8 -1.199 -1.683 -2.379
H19 -0.863 -1.876 -3.220
H20 -1.255 -0.686 -2.335
O9 2.614 0.660 -3.112
H21 2.644 1.207 -2.305
H22 3.519 0.649 -3.307
O10 -2.586 -0.023 2.215
H23 -3.489 -0.221 1.863
H24 -2.029 -0.231 1.499
O11 1.751 -2.136 -2.476
H25 2.252 -1.305 -2.391
H26 1.474 -2.341 -1.587
O12 2.535 -2.352 1.347
H27 1.675 -2.274 1.745
H28 2.908 -1.500 1.013
O13 -1.215 2.277 3.377
H29 -0.418 2.278 2.878
H30 -1.775 1.666 2.842



# 3
Below is BH3O in the gas phase in a non-equilibrium geometry, with properties calculated with wB97M-V/def2-TZVPD.

The SMILES is BO. The value obtained for the LUMO energy is 0.613 eV. As for the multiplicity: 1. The calculation puts the energy at -101.8870 Ha. Its gap between HOMO and LUMO is 11.787 eV. As for the largest force on an atom: 3.85 eV/Å.

Atoms and positions in Å:
B1 -0.212 -0.263 -0.005
O1 1.136 -0.187 0.013
H1 -0.978 0.651 -0.167
H2 -0.433 -1.321 0.117
H3 1.709 0.680 -0.099



# 4
Below is 2 unconnected molecules or ions with the total composition BH3OS in a non-equilibrium geometry, with properties calculated with wB97M-V/def2-TZVPD.

The value obtained for the LUMO energy (alpha / beta) is 0.045 / -0.320 eV. As for the multiplicity: 1. The calculation puts the energy at -499.9722 Ha. Its gap between HOMO and LUMO (alpha / beta) is 9.803 / 7.115 eV. As for the largest force on an atom: 2.53 eV/Å.

Atoms and positions in Å:
B1 -0.098 0.315 -0.003
O1 0.282 1.546 0.100
S1 -1.720 -0.329 -0.223
H1 1.777 -1.788 0.228
H2 1.166 1.872 0.260
H3 -1.406 -1.616 -0.362



# 5
Below is 2 unconnected molecules or ions with the total composition BH5N2 in a non-equilibrium geometry, with properties calculated with wB97M-V/def2-TZVPD.

The SMILES is [H]/B=N\[H].N. The value obtained for the LUMO energy is 0.681 eV. As for the multiplicity: 1. The calculation puts the energy at -137.3375 Ha. Its gap between HOMO and LUMO is 10.376 eV. As for the largest force on an atom: 4.16 eV/Å.

Atoms and positions in Å:
H1 1.971 -0.499 -1.606
B1 1.748 -0.276 -0.575
N1 1.526 0.257 0.533
H2 1.621 0.752 1.419
N2 -1.847 -0.273 0.194
H3 -1.895 -0.249 -0.876
H4 -0.838 -0.334 0.501
H5 -2.287 0.623 0.410



# 6
Below is a molecular structure, BaCl12O48Pb in a non-equilibrium geometry, with properties calculated with wB97M-V/def2-TZVPD.

As for the net charge: -8. The value obtained for the LUMO energy is 12.082 eV. As for the multiplicity: 1. The calculation puts the energy at -9347.6214 Ha. Its gap between HOMO and LUMO is 4.155 eV. As for the largest force on an atom: 10.22 eV/Å.

Atoms and positions in Å:
Ba1 -0.346 -0.707 -3.104
Pb1 0.324 0.165 3.560
Cl1 -4.626 -0.454 -2.921
O1 -4.997 -0.825 -4.217
O2 -5.042 0.847 -2.589
O3 -5.115 -1.266 -1.790
O4 -3.236 -0.211 -3.149
Cl2 5.536 -0.761 0.144
O5 6.345 -1.820 -0.358
O6 5.521 0.277 -0.811
O7 4.293 -1.393 0.468
O8 5.949 -0.249 1.436
Cl3 2.005 -4.292 -2.434
O9 1.735 -2.932 -2.129
O10 3.104 -4.774 -1.699
O11 1.029 -5.316 -1.988
O12 1.989 -4.402 -3.865
Cl4 4.356 4.117 -1.007
O13 3.789 4.427 -2.259
O14 5.702 3.778 -1.401
O15 4.195 5.259 -0.196
O16 3.419 3.117 -0.541
Cl5 1.056 4.420 2.804
O17 -0.375 4.900 2.946
O18 1.348 4.779 1.533
O19 2.078 5.059 3.552
O20 1.170 2.995 3.177
Cl6 -2.479 -1.672 5.217
O21 -3.674 -2.425 5.085
O22 -1.684 -2.366 6.099
O23 -1.898 -1.582 3.842
O24 -2.596 -0.220 5.411
Cl7 -0.638 3.873 -3.156
O25 0.169 3.449 -2.171
O26 -1.509 2.835 -3.435
O27 -1.272 5.055 -2.733
O28 0.005 4.310 -4.404
Cl8 3.475 0.349 -4.493
O29 4.326 -0.820 -4.527
O30 2.443 -0.031 -3.599
O31 4.225 1.435 -3.850
O32 3.179 0.316 -5.918
Cl9 -4.811 2.338 1.920
O33 -3.563 2.808 2.551
O34 -5.583 3.430 2.613
O35 -4.646 2.673 0.446
O36 -5.446 1.146 2.503
Cl10 -0.969 0.343 0.312
O37 -1.182 1.021 -0.874
O38 -1.528 -0.977 0.142
O39 0.438 0.019 0.387
O40 -1.488 0.946 1.521
Cl11 -4.222 -4.537 1.524
O41 -4.484 -5.962 1.433
O42 -4.719 -4.150 2.780
O43 -2.825 -4.419 1.303
O44 -5.041 -3.868 0.574
Cl12 1.455 -3.558 1.972
O45 0.692 -4.125 0.977
O46 1.234 -2.176 2.232
O47 0.682 -4.137 3.096
O48 2.727 -4.058 2.054



no.,M (g mol⁻¹)
1,195.02
2,249.04
3,29.83
4,61.90
5,43.87
6,1537.92